No. 1
DFT (ωB97M-V with the def2-TZVPD basis set) results for a 2-piece molecular cluster, C8H12N6 overall at a distorted geometry.

Atoms and positions in Å:
C1 0.45702 1.66322 0.62221
C2 1.55910 1.48281 -0.06448
C3 2.29490 2.64607 -0.66157
C4 2.31207 0.21652 -0.09741
N1 3.49510 0.00813 -0.59068
C5 3.67958 -1.30982 -0.29942
N2 2.62783 -1.90772 0.19749
N3 1.76892 -0.93214 0.41702
H1 -0.16887 0.81685 0.97693
H2 -0.10294 2.67032 0.52645
H3 1.67300 3.47693 -0.56391
H4 3.22540 2.52704 -0.00378
H5 2.54628 2.33367 -1.72302
H6 4.66419 -1.63551 -0.45267
H7 0.82054 -1.39900 0.61230
N4 -4.46831 -1.15313 0.74509
C6 -3.18529 -1.05128 0.29922
C7 -2.07553 -1.52848 0.91058
N5 -1.00608 -1.33293 0.16093
N6 -1.39750 -0.64494 -0.91411
C8 -2.74618 -0.48047 -0.85005
H8 -4.75620 -1.24385 1.76244
H9 -5.24960 -0.50647 0.43249
H10 -1.92810 -2.19047 1.82696
H11 -0.65730 -0.41969 -1.57835
H12 -3.38204 -0.10562 -1.69068

## Properties
Relative energy (zero: lowest compared OMol25 entry of this formula, charge and spin) ... 1.6393 eV
Highest occupied orbital energy ... -8.470 eV
Frontier orbital gap ... 9.2 eV
Multiplicity ... 1
DFT total energy ... -17428.581 eV
Lowest unoccupied orbital energy ... 0.727 eV

No. 2
DFT (ωB97M-V with the def2-TZVPD basis set) results for a 2-piece molecular cluster, C8H12NOS overall at a distorted geometry.

Atoms and positions in Å:
C1 -3.57445 -0.72218 0.39036
C2 -3.88639 0.56484 0.51682
C3 -2.33273 -1.02984 -0.29129
C4 -1.55281 0.18568 -0.50423
C5 -2.27046 -2.16082 -1.01883
C6 -0.26929 0.65096 -0.66441
C7 1.11065 0.49565 -0.28471
C8 1.32940 -0.67045 0.60394
N1 4.45355 1.40244 0.25265
O1 2.02140 1.23890 -0.84030
S1 -2.62251 1.57959 -0.04426
H1 -4.24549 -1.49387 0.67943
H2 -4.80881 1.11534 0.91019
H3 -2.85855 -3.09368 -0.75610
H4 -1.44126 -2.36773 -1.83542
H5 -0.27259 1.67528 -0.85861
H6 0.92723 -1.54056 0.08972
H7 0.77432 -0.38239 1.52862
H8 2.29978 -0.71558 0.95890
H9 5.19969 2.21470 0.29972
H10 4.99886 0.62813 -0.02963
H11 4.14094 1.18209 1.24366
H12 2.87952 1.24349 -0.34623

## Properties
Relative energy (zero: lowest compared OMol25 entry of this formula, charge and spin) ... 1.6872 eV
Highest occupied orbital energy (alpha / beta) ... -11.635 / -11.635 eV
Total charge ... +1
Frontier orbital gap (alpha / beta) ... 6.4 / 6.4 eV
Multiplicity ... 1
DFT total energy ... -22853.736 eV
Lowest unoccupied orbital energy (alpha / beta) ... -5.224 / -5.223 eV

No. 3
DFT (ωB97M-V with the def2-TZVPD basis set) results for an isolated ion of composition C8H12NOS and charge +1 at a distorted geometry.

Atoms and positions in Å:
C1 0.00355 0.83097 0.89076
C2 -0.72229 -1.10829 0.03644
C3 1.38256 0.64140 0.42084
C4 0.18850 -2.15030 -0.29421
C5 1.86377 -0.73317 1.03171
C6 1.64228 -1.77686 -0.09546
C7 -2.31976 0.94544 0.75853
C8 -1.02723 2.20721 -1.04490
N1 -1.05555 1.67891 0.26490
O1 2.03973 1.55543 -0.04061
S1 -2.33489 -0.85094 0.29147
H1 -0.02058 -2.91908 0.44711
H2 -0.08927 -2.51492 -1.27247
H3 2.95618 -0.77092 1.34599
H4 1.19199 -1.04181 1.92743
H5 2.11002 -2.62134 0.24341
H6 2.13074 -1.52680 -0.96168
H7 -2.39791 0.91616 1.88691
H8 -3.21471 1.50528 0.36668
H9 -1.61327 3.13945 -1.15466
H10 0.02903 2.52721 -1.20359
H11 -1.27388 1.59702 -1.89619
H12 -0.95623 2.51553 0.90306

## Properties
Relative energy (zero: lowest compared OMol25 entry of this formula, charge and spin) ... 5.1813 eV
Highest occupied orbital energy ... -12.532 eV
Total charge ... +1
Frontier orbital gap ... 7.5 eV
Multiplicity ... 1
DFT total energy ... -22850.242 eV
Lowest unoccupied orbital energy ... -5.016 eV

No. 4
DFT (ωB97M-V with the def2-TZVPD basis set) results for a 2-piece molecular cluster, C8H12NP overall at a distorted geometry.

Atoms and positions in Å:
C1 -0.47635 1.15099 0.42742
C2 0.47866 1.27322 -0.45442
C3 1.68536 0.37703 -0.34062
C4 1.79667 -0.60238 0.65021
C5 2.99714 -1.17681 0.92880
C6 4.09164 -1.06086 0.03993
C7 3.71245 -0.29142 -1.15863
N1 2.66950 0.47074 -1.25690
H1 -1.33142 1.89056 0.46173
H2 -0.48850 0.53517 1.35960
H3 0.29597 1.74862 -1.39582
H4 0.88661 -0.95092 1.12482
H5 3.08904 -1.85897 1.76765
H6 5.03237 -1.47014 0.05423
H7 4.32194 -0.24450 -1.94813
C8 -3.24602 -0.10523 0.34829
P1 -2.29332 -1.42449 -0.44357
H8 -4.18163 -0.60406 0.75999
H9 -3.46117 0.70009 -0.33387
H10 -2.72929 0.29638 1.21938
H11 -2.18283 -2.26776 0.71422
H12 -1.08062 -0.62150 -0.28684

## Properties
Relative energy (zero: lowest compared OMol25 entry of this formula, charge and spin) ... 1.4277 eV
Highest occupied orbital energy ... -8.698 eV
Frontier orbital gap ... 9.0 eV
Multiplicity ... 1
DFT total energy ... -19266.653 eV
Lowest unoccupied orbital energy ... 0.299 eV

No. 5
DFT (ωB97M-V with the def2-TZVPD basis set) results for C8H12O as an isolated structure at a distorted geometry.

Atoms and positions in Å:
C1 0.87271 -1.14523 -0.14260
C2 0.27335 -1.36036 1.25531
C3 0.09451 0.07993 1.79971
C4 -1.21150 0.61457 1.95768
C5 -1.21584 -0.16542 -1.33446
C6 0.47169 0.67914 -2.03979
C7 0.12170 1.03055 0.50014
C8 0.13650 0.07879 -0.67183
H1 0.64401 -1.96812 -0.82545
H2 1.94177 -0.97046 -0.07876
H3 0.94560 -1.96091 1.87018
H4 -0.72942 -1.83796 1.20018
H5 0.84570 0.48656 2.46005
H6 -1.13870 1.48509 2.60937
H7 -1.58650 -1.16156 -1.62505
H8 -2.03335 0.33555 -0.76055
H9 1.14177 0.08092 -2.66021
H10 0.78520 1.73377 -2.00388
H11 1.10475 1.55454 0.55276
H12 -0.60219 1.80862 0.44943
O1 -0.86178 0.60197 -2.51223

## Properties
Relative energy (zero: lowest compared OMol25 entry of this formula, charge and spin) ... 4.8977 eV
Highest occupied orbital energy ... -8.414 eV
Frontier orbital gap ... 9.1 eV
Multiplicity ... 1
DFT total energy ... -10533.064 eV
Lowest unoccupied orbital energy ... 0.689 eV

No. 6
DFT (ωB97M-V with the def2-TZVPD basis set) results for a 2-piece molecular cluster, C8H12O2 overall at a distorted geometry.

Atoms and positions in Å:
C1 -2.59313 -0.36827 2.31952
C2 -1.45530 -0.76597 1.40373
C3 -1.27201 0.14101 0.33676
C4 -0.28201 -0.10274 -0.68191
C5 0.40616 -1.26189 -0.63347
O1 1.44020 -1.64866 -1.46139
C6 0.30945 -2.24498 0.46907
C7 -0.56521 -1.78540 1.47070
H1 -3.02202 -1.15949 3.10834
H2 -3.48425 0.03001 1.84152
H3 -2.16292 0.36393 3.04384
H4 -1.70771 1.11506 0.34709
H5 0.02831 0.68813 -1.44478
H6 1.66858 -0.92305 -2.17582
H7 1.01706 -3.02356 0.52081
H8 -0.52910 -2.37960 2.41843
C8 2.23964 1.98876 -1.60386
O2 1.15153 2.83846 -2.00980
H9 2.03732 1.68954 -0.60044
H10 3.16461 2.51348 -1.58072
H11 2.19399 1.09663 -2.19841
H12 1.41680 3.19861 -2.88921

## Properties
Relative energy (zero: lowest compared OMol25 entry of this formula, charge and spin) ... 1.7814 eV
Highest occupied orbital energy ... -8.179 eV
Frontier orbital gap ... 8.8 eV
Multiplicity ... 1
DFT total energy ... -12583.656 eV
Lowest unoccupied orbital energy ... 0.671 eV

No. 7
DFT (ωB97M-V with the def2-TZVPD basis set) results for a 2-piece molecular cluster, C8H12O2P2 overall at a distorted geometry.

Atoms and positions in Å:
C1 -1.64006 -1.10068 -0.86740
C2 -1.60161 -0.02450 1.25379
C3 -0.36187 -1.49368 -0.66717
C4 -0.29869 -0.31823 1.44637
C5 -2.29717 -0.28885 0.04608
C6 0.36454 -1.02684 0.40667
C7 -3.73448 0.15627 -0.01459
C8 3.31075 1.42244 -1.02430
O1 1.76747 2.21524 1.06764
O2 2.32389 -2.48663 -0.73844
P1 1.59833 1.57705 -0.47461
P2 2.08920 -1.41067 0.54868
H1 -2.05014 -1.55756 -1.78013
H2 -2.14410 0.57560 1.95885
H3 0.22576 -2.05883 -1.40232
H4 0.11009 0.07714 2.42715
H5 -3.73925 1.21248 0.29123
H6 -4.40602 -0.19533 -0.91124
H7 -4.15005 -0.43714 0.96691
H8 3.58963 0.46961 -1.49309
H9 4.01397 1.67706 -0.13641
H10 2.51214 2.84461 1.02295
H11 3.21016 -2.73681 -0.75395
H12 1.30750 2.90826 -1.17266

## Properties
Relative energy (zero: lowest compared OMol25 entry of this formula, charge and spin) ... 0.0000 eV
Highest occupied orbital energy (alpha / beta) ... -6.831 / -8.540 eV
Frontier orbital gap (alpha / beta) ... 7.6 / 7.5 eV
Multiplicity ... 3
DFT total energy ... -31159.331 eV
Lowest unoccupied orbital energy (alpha / beta) ... 0.734 / -0.994 eV

No. 8
DFT (ωB97M-V with the def2-TZVPD basis set) results for one molecule with the formula C8H12O3 at a distorted geometry.

Atoms and positions in Å:
C1 -2.25428 1.40613 0.60195
C2 -0.95240 1.87231 0.35556
C3 -2.88476 0.43142 -0.11472
C4 -0.12085 1.20729 -0.63330
C5 -0.79003 -1.03548 0.43403
C6 0.28959 -0.32063 -0.12743
C7 0.76380 -0.98169 -1.42580
C8 1.39655 -0.24875 0.90399
O1 -3.35402 -0.40367 -0.78606
O2 -1.02679 -0.85485 1.73742
O3 -1.27750 -2.16316 -0.09651
H1 -2.80978 1.89853 1.49285
H2 -0.47776 2.53345 1.11258
H3 -0.50582 1.09549 -1.70490
H4 0.80799 1.60285 -0.77698
H5 1.74744 -0.56072 -1.65862
H6 0.06700 -0.86534 -2.29607
H7 0.71671 -1.98521 -1.33757
H8 1.63438 -1.24778 1.22091
H9 1.02479 0.33018 1.70196
H10 2.42223 0.08376 0.53908
H11 -1.90039 -1.41057 2.05185
H12 -2.14223 -1.90061 -0.60443

## Properties
Relative energy (zero: lowest compared OMol25 entry of this formula, charge and spin) ... 5.2292 eV
Highest occupied orbital energy (alpha / beta) ... -6.479 / -6.312 eV
Frontier orbital gap (alpha / beta) ... 7.0 / 6.8 eV
Multiplicity ... 1
DFT total energy ... -14627.961 eV
Lowest unoccupied orbital energy (alpha / beta) ... 0.547 / 0.515 eV

No. 9
DFT (ωB97M-V with the def2-TZVPD basis set) results for one molecule with the formula C8H12O3 at a distorted geometry.

Atoms and positions in Å:
C1 -2.67581 -0.43849 -0.16245
C2 -1.18060 -0.33768 -0.32511
C3 -0.44190 0.93662 -0.31901
C4 0.43562 1.82383 -0.77817
C5 1.69613 2.08608 -0.01389
O1 2.15278 0.76146 0.46540
C6 1.23985 -0.36014 0.91336
C7 1.73401 -1.52548 0.04817
O2 0.74274 -2.53311 -0.06103
C8 -0.21325 0.02673 0.87364
O3 -0.87164 0.17125 2.10468
H1 -2.99954 -0.33609 0.88316
H2 -3.14123 -1.43492 -0.54824
H3 -3.03610 0.48706 -0.71063
H4 -0.71757 -1.18170 -0.87456
H5 0.17566 2.19656 -1.74696
H6 2.63677 2.41575 -0.65515
H7 1.54444 2.79897 0.78707
H8 1.58612 -0.38190 1.95320
H9 2.63842 -2.03598 0.32248
H10 1.94366 -1.19154 -1.05363
H11 1.27282 -3.42431 -0.20447
H12 -0.80600 -0.62806 2.65680

## Properties
Relative energy (zero: lowest compared OMol25 entry of this formula, charge and spin) ... 4.9056 eV
Highest occupied orbital energy ... -8.771 eV
Frontier orbital gap ... 9.3 eV
Multiplicity ... 1
DFT total energy ... -14628.284 eV
Lowest unoccupied orbital energy ... 0.540 eV

No. 10
DFT (ωB97M-V with the def2-TZVPD basis set) results for one molecule with the formula C8H12O3 at a distorted geometry.

Atoms and positions in Å:
O1 2.06303 0.94038 1.97803
C1 1.29682 0.91188 1.04816
C2 1.60687 1.36293 -0.39593
C3 1.32458 0.02175 -1.14766
C4 0.28972 -0.96225 -0.43243
O2 0.89454 -2.25300 -0.25343
C5 -1.07943 -0.96165 -1.00084
C6 -1.89496 0.30967 -0.55795
C7 -1.33741 0.70035 0.83395
C8 0.04996 0.09392 1.07436
O3 -0.15826 -0.62588 2.29098
H1 0.89974 2.16249 -0.64046
H2 2.55220 1.59799 -0.53632
H3 0.89977 0.37460 -2.04384
H4 2.20338 -0.66952 -1.25233
H5 0.25958 -2.80729 0.10747
H6 -1.61066 -1.70170 -0.52478
H7 -1.02321 -1.08328 -2.08684
H8 -2.91116 0.13095 -0.50947
H9 -1.85447 1.09433 -1.29077
H10 -1.08270 1.78758 0.86251
H11 -1.95796 0.15184 1.59009
H12 0.57003 -0.57612 2.88750

## Properties
Relative energy (zero: lowest compared OMol25 entry of this formula, charge and spin) ... 2.1391 eV
Highest occupied orbital energy ... -8.730 eV
Frontier orbital gap ... 9.6 eV
Multiplicity ... 1
DFT total energy ... -14631.051 eV
Lowest unoccupied orbital energy ... 0.841 eV

No. 11
DFT (ωB97M-V with the def2-TZVPD basis set) results for one molecule with the formula C8H12O4 at a distorted geometry.

Atoms and positions in Å:
C1 -1.76981 -0.13682 -2.52050
C2 -0.27136 0.52803 -2.69177
O1 -0.07820 1.45161 -1.58120
C3 0.75096 0.87704 -0.49145
C4 0.82929 1.97833 0.55233
C5 0.70795 1.92342 1.78029
C6 0.75391 0.42347 2.32739
O2 0.72437 0.29842 3.55135
C7 0.51144 -0.66440 1.20404
C8 -0.14577 -1.81001 1.84049
O3 -0.06677 -2.90159 0.90644
O4 -0.03351 -0.14330 0.06457
H1 -2.26692 0.62641 -2.79992
H2 -2.02696 -0.78932 -1.96001
H3 -1.95953 -0.86089 -3.39174
H4 0.11898 -0.33766 -2.40241
H5 -0.28494 0.94431 -3.55511
H6 1.42357 0.58606 -1.03274
H7 1.00855 3.20925 0.11789
H8 0.94554 2.74834 2.65277
H9 1.34442 -0.83934 1.26110
H10 0.51714 -1.96182 2.69325
H11 -1.07970 -1.41796 2.11039
H12 0.34733 -3.73159 1.36456

## Properties
Relative energy (zero: lowest compared OMol25 entry of this formula, charge and spin) ... 10.9226 eV
Highest occupied orbital energy ... -9.081 eV
Frontier orbital gap ... 9.7 eV
Multiplicity ... 1
DFT total energy ... -16670.031 eV
Lowest unoccupied orbital energy ... 0.603 eV

No. 12
DFT (ωB97M-V with the def2-TZVPD basis set) results for C8H12O6 as an isolated structure at a distorted geometry.

Atoms and positions in Å:
C1 -1.71268 1.68854 4.10850
C2 -2.21957 0.82015 2.98736
C3 -2.92154 1.70312 1.96183
O1 -2.16014 1.29898 0.78509
C4 -1.12213 0.68706 0.91591
O2 -0.22638 0.40811 0.09315
O3 -1.00530 0.34397 2.25693
H1 -0.54207 2.16814 3.89317
H2 -1.59011 1.08649 5.06078
H3 -2.45729 2.29111 4.44358
H4 -2.89309 0.01102 3.12615
H5 -2.63003 2.75319 1.98183
H6 -3.77866 1.37889 1.78003
C5 1.55549 0.35214 -2.71956
C6 2.39113 -0.93640 -2.81982
C7 2.37026 -1.86493 -1.56738
O4 1.61230 -2.99867 -1.94253
C8 1.64514 -3.00097 -3.23221
O5 1.09861 -3.91504 -3.88829
O6 1.95157 -1.80895 -3.79954
H7 0.21434 0.07363 -2.68398
H8 1.68482 0.78502 -3.63846
H9 1.93837 0.96114 -2.00938
H10 3.52908 -0.62948 -3.06812
H11 1.86255 -1.38215 -0.72754
H12 3.40534 -2.27411 -1.29749

## Properties
Relative energy (zero: lowest compared OMol25 entry of this formula, charge and spin) ... 4.4598 eV
Highest occupied orbital energy ... -10.106 eV
Frontier orbital gap ... 10.6 eV
Multiplicity ... 1
DFT total energy ... -20771.772 eV
Lowest unoccupied orbital energy ... 0.449 eV